The following is a quantum chemistry calculation of 7 unconnected molecules or ions with the total composition C44H85BFIO19, from the OMol25 dataset.

highest occupied orbital energy	-9.14	eV
SMILES	CCCCOc1c(C[C@@H](C)O)c(OB(O)O)c(CCCI)c2c1C(=O)C(F)=CC2=O.COCCOC.COCCOC.COCCOC.COCCOC.COCCOC.COCCOC
DFT total energy	-3579.2158	a.u.
gap between HOMO and LUMO	7.92	eV

CARTESIAN COORDINATES (ANGSTROEM)
C -2.50868 -3.53454 3.91908
C -2.68661 -3.15650 2.39234
C -4.16173 -2.68738 2.06173
C -4.35578 -2.21721 0.57293
O -4.49011 -0.79594 0.36677
C -3.55973 -0.04812 1.04763
C -3.93210 0.63576 2.31430
C -5.40089 0.50678 2.87466
C -5.47279 0.22827 4.43095
C -6.33610 1.39785 5.09136
O -6.18258 -0.98520 4.76298
C -2.94085 1.46425 3.02322
O -3.24619 2.16066 4.20596
B -3.85085 3.42163 3.93683
O -5.02097 3.51015 3.14452
O -3.22554 4.55908 4.51222
C -1.55080 1.66200 2.52144
C -0.58155 2.59038 3.32983
C -0.27364 1.84066 4.70597
C 1.26730 1.67015 4.94122
I 1.55334 0.51537 6.78491
C -1.21727 0.99215 1.27956
C -2.19214 0.14711 0.53524
C -1.68316 -0.44970 -0.78955
O -1.98238 -1.51361 -1.27014
C -0.67924 0.46671 -1.58588
F -0.69752 0.53905 -2.95886
C 0.21012 1.24577 -0.93017
C 0.21160 1.18949 0.66257
O 1.23738 1.24936 1.32770
H -1.43106 -3.44648 4.22720
H -2.80771 -4.60982 4.07737
H -3.07390 -2.83689 4.59747
H -2.41050 -3.99092 1.69743
H -2.03488 -2.24800 2.21694
H -4.81843 -3.59416 2.22459
H -4.45713 -1.94865 2.84478
H -5.32546 -2.67295 0.21939
H -3.55876 -2.71022 -0.04276
H -6.00844 1.37009 2.51796
H -5.83305 -0.40682 2.37077
H -4.45310 0.18367 4.89223
H -7.09542 0.95538 5.79548
H -5.71052 2.11617 5.68072
H -6.91349 1.98780 4.33962
H -5.53837 -1.71384 4.83460
H -4.69301 3.72124 2.24611
H -2.59947 4.95980 3.88586
H -1.09651 3.56371 3.56891
H 0.33913 2.86140 2.76108
H -0.68175 2.42348 5.57500
H -0.79255 0.84269 4.71735
H 1.80578 2.63594 5.09242
H 1.77627 1.09934 4.12270
H 0.91614 1.93271 -1.45725
C -4.86462 0.87726 -5.13939
O -5.58253 -0.00505 -4.29137
C -6.01527 -1.17943 -4.96915
C -5.12331 -2.36645 -4.64390
O -3.81667 -2.19222 -5.17614
C -2.87958 -1.79250 -4.18521
H -4.38514 1.63213 -4.51513
H -4.09166 0.35603 -5.70948
H -5.55505 1.37674 -5.82607
H -6.06258 -1.01178 -6.04986
H -7.03085 -1.39530 -4.61994
H -5.54362 -3.26058 -5.11696
H -5.08457 -2.54474 -3.56378
H -2.63480 -2.64242 -3.54215
H -3.25684 -0.96820 -3.57805
H -1.97018 -1.46513 -4.68992
C 7.13131 2.88772 -2.05389
O 6.49178 3.27184 -0.84431
C 5.21766 3.85952 -1.07347
C 4.08964 2.88042 -0.78702
O 4.09079 1.80931 -1.72421
C 4.66777 0.62451 -1.19075
H 7.98606 2.25853 -1.80258
H 6.46320 2.32046 -2.70745
H 7.49118 3.77722 -2.57863
H 5.14799 4.24818 -2.09478
H 5.12761 4.70756 -0.38607
H 3.12931 3.39690 -0.88906
H 4.15514 2.49901 0.23661
H 3.97461 0.16307 -0.48019
H 5.62248 0.82255 -0.69994
H 4.83784 -0.07055 -2.01371
C 6.31619 4.12289 -6.23927
O 6.93684 4.99980 -5.30954
C 7.74241 5.98407 -5.94868
C 7.03345 7.32729 -6.00639
O 5.90058 7.27947 -6.86642
C 4.67947 7.17290 -6.15198
H 5.55797 3.54566 -5.70873
H 5.83140 4.66712 -7.05338
H 7.05944 3.43211 -6.64865
H 8.03885 5.65554 -6.94978
H 8.65298 6.09215 -5.34973
H 7.72085 8.06887 -6.42555
H 6.74866 7.66172 -5.00369
H 4.43466 8.13371 -5.68727
H 4.72202 6.39404 -5.38780
H 3.89273 6.92031 -6.86330
C -4.94840 -6.24609 -3.40052
O -5.55823 -5.84496 -2.18190
C -6.83865 -5.25419 -2.38708
C -7.95631 -6.23234 -2.06418
O -7.98475 -7.31159 -2.99100
C -7.40649 -8.49596 -2.46489
H -4.09088 -6.87622 -3.16264
H -5.63411 -6.81784 -4.03071
H -4.59492 -5.36484 -3.94426
H -6.93459 -4.87505 -3.40958
H -6.91095 -4.39905 -1.70613
H -8.91480 -5.71105 -2.15263
H -7.86770 -6.60138 -1.03741
H -8.08496 -8.94923 -1.73485
H -6.43837 -8.30335 -1.99826
H -7.26326 -9.19648 -3.28799
C 3.87483 0.10912 -4.93440
O 4.97009 0.34792 -5.80658
C 6.17155 -0.25843 -5.34436
C 6.47224 -1.54102 -6.10245
O 5.51156 -2.55065 -5.81513
C 4.55001 -2.69663 -6.84860
H 2.95873 0.40619 -5.44623
H 3.79257 -0.94650 -4.66227
H 3.98431 0.71589 -4.03099
H 6.12535 -0.44378 -4.26619
H 6.98203 0.45605 -5.52568
H 7.44413 -1.92295 -5.77387
H 6.53135 -1.35321 -7.17924
H 5.00089 -3.20363 -7.70796
H 4.14028 -1.73429 -7.16177
H 3.73622 -3.31449 -6.46817
C 5.08515 -1.70423 12.49928
O 4.96852 -0.34582 12.10654
C 5.07625 -0.17550 10.69697
C 3.71250 0.02607 10.05730
O 2.91855 -1.15292 10.14448
C 1.94569 -1.07843 11.17503
H 4.77937 -1.78274 13.54308
H 4.44675 -2.35823 11.90006
H 6.12699 -2.02767 12.41375
H 5.59992 -1.02150 10.24060
H 5.68051 0.72186 10.52766
H 3.85240 0.23748 8.99278
H 3.19329 0.87995 10.50401
H 1.13264 -0.41035 10.87228
H 2.37638 -0.73157 12.11648
H 1.53643 -2.07774 11.32631

=====

The following is a quantum chemistry calculation of a molecular structure, C22H22N18O4PSTl, from the OMol25 dataset.

highest occupied orbital energy	-7.87	eV
DFT total energy	-3050.1649	a.u.
gap between HOMO and LUMO	7.36	eV

CARTESIAN COORDINATES (ANGSTROEM)
Tl 0.48111 -0.68952 -0.04682
C -3.87680 1.07185 2.89352
N -3.40746 0.32389 1.73958
C -3.77619 -0.95824 1.42371
C -2.89738 -1.39263 0.47945
N -1.99399 -0.39751 0.21078
C -2.31565 0.61810 0.99682
P -1.55440 2.27708 0.98314
C 0.10774 2.02916 1.70088
N 1.12804 1.47385 1.07013
C 2.18182 1.48212 1.94507
C 1.78210 2.04777 3.11847
N 0.46717 2.39698 2.95284
C -0.43004 2.81846 4.01699
C -1.05542 2.24714 -0.76578
N -0.44096 1.26751 -1.40776
C -0.36658 1.65052 -2.71602
C -0.93500 2.88113 -2.86838
N -1.36912 3.25335 -1.62713
C -2.06204 4.49554 -1.30552
H -3.24206 0.84746 3.75241
H -3.84071 2.13869 2.68437
H -4.90215 0.78679 3.11219
H -4.60733 -1.44614 1.90409
H -2.85367 -2.35165 -0.00584
H 3.14202 1.06741 1.67799
H 2.30152 2.20846 4.04904
H 0.10808 3.45692 4.71256
H -1.26264 3.37472 3.59172
H -0.81002 1.93865 4.53812
H 0.07084 1.02971 -3.47684
H -1.07025 3.50121 -3.73846
H -3.09699 4.30067 -1.03262
H -1.56778 5.00557 -0.48307
H -2.04197 5.13833 -2.18036
O -1.20637 -5.50504 -3.54779
C -0.80456 -4.50695 -4.29845
O -0.89947 -4.50594 -5.50392
C -0.15581 -3.34054 -3.61830
C 0.49737 -2.35441 -4.31746
N 0.89054 -1.42896 -3.42865
N 0.53673 -1.75792 -2.18294
C -0.09867 -2.91659 -2.26657
C -0.53685 -3.57379 -0.97322
O -0.91966 -4.74948 -1.02920
O -0.45483 -2.85736 0.06011
H -1.09032 -5.30987 -2.56066
H 0.70293 -2.27942 -5.37347
H 1.50198 -0.64368 -3.57257
N 1.92086 -2.50113 2.79601
C 2.47023 -2.68394 1.55229
N 3.35978 -3.62783 1.31715
N 3.68962 -3.47250 0.02118
N 3.04332 -2.49658 -0.50263
N 2.24956 -1.94669 0.45950
C 0.85335 -1.69770 3.10999
N 0.42245 -1.55916 4.35428
N -0.56684 -0.65795 4.26740
N -0.72755 -0.27885 3.04578
N 0.16306 -0.93026 2.26305
H 2.19940 -3.16608 3.49782
S 4.74176 1.02566 -2.65324
C 3.80326 2.38067 -2.18976
C 2.66404 1.96462 -1.58797
N 2.51579 0.59754 -1.48995
C 3.54708 -0.01613 -2.00776
H 4.13570 3.38955 -2.37432
H 1.89878 2.60845 -1.18190
H 3.65952 -1.09505 -1.98312

=====

The following is a quantum chemistry calculation of 9 unconnected molecules or ions with the total composition C13H33N10O19, from the OMol25 dataset.

total charge	-1
highest occupied orbital energy	-2.24	eV
DFT total energy	-2491.3310	a.u.
gap between HOMO and LUMO	3.58	eV

CARTESIAN COORDINATES (ANGSTROEM)
N 2.63607 -1.60272 0.13348
C 2.61302 -0.21606 -0.53836
O 3.00126 -0.18200 -1.82396
C 2.12283 1.13674 0.31395
C 0.76679 1.70604 -0.41927
N -0.50974 1.52902 0.37158
C -0.73374 0.09710 0.80089
C -2.25882 -0.47125 0.41502
O -3.37027 -0.15049 1.08405
O -2.31370 -1.38870 -0.77089
H 2.05500 -1.55062 1.01629
H 3.62344 -1.88664 0.34829
H 1.98198 0.89767 1.45156
H 2.98355 1.92871 0.13881
H 0.92619 2.88430 -0.52769
H 0.71401 1.30292 -1.53082
H -0.71991 0.10405 1.99458
H 0.01059 -0.68397 0.34882
H -1.37414 -1.59064 -1.08248
C -2.90165 -4.60479 -1.65416
N -1.69405 -4.84907 -2.48829
O -1.87265 -5.06999 -3.69173
O -0.60100 -4.81207 -1.91133
H -3.78809 -4.66716 -2.28902
H -2.92766 -5.37329 -0.87897
H -2.80678 -3.60690 -1.22123
C 0.96555 -8.01541 -2.06523
N -0.06456 -8.01255 -0.99163
O 0.33168 -7.88406 0.17261
O -1.24180 -8.13932 -1.34806
H 1.95096 -7.89640 -1.60968
H 0.89495 -8.97188 -2.58710
H 0.74660 -7.18072 -2.73424
C 0.85880 1.81536 5.43360
N 1.43755 1.08394 4.27435
O 2.40536 0.34697 4.49608
O 0.90383 1.27032 3.17462
H 1.42420 1.55788 6.33178
H 0.93712 2.88359 5.22164
H -0.18349 1.50523 5.53188
C 1.67377 -1.99130 -4.65366
N 1.07996 -1.05286 -5.64385
O 1.55581 0.08709 -5.69930
O 0.15299 -1.48718 -6.33746
H 2.47434 -1.47816 -4.11655
H 0.87971 -2.29179 -3.96711
H 2.06679 -2.84750 -5.20563
C 4.73289 5.15415 1.75935
N 4.00281 3.85949 1.69144
O 3.91906 3.20152 2.73501
O 3.53442 3.54044 0.59243
H 5.08863 5.30600 2.78067
H 5.57213 5.09610 1.06330
H 4.03342 5.94231 1.47341
C -3.01947 1.10393 7.85970
N -1.81187 0.85965 7.02556
O -1.99047 0.63873 5.82212
O -0.71882 0.89665 7.60253
H -3.90591 1.04156 7.22484
H -3.04548 0.33543 8.63488
H -2.92460 2.10182 8.29262
C -3.76731 0.98927 -2.04183
N -3.85829 2.14760 -2.97122
O -4.81971 2.17560 -3.74831
O -2.96200 2.99597 -2.89430
H -4.61685 0.32632 -2.21931
H -2.82676 0.47445 -2.24801
H -3.79046 1.38153 -1.02311
C -0.79607 5.60178 -3.81578
N -0.16747 5.29225 -2.50322
O -0.09930 6.21037 -1.67776
O 0.23967 4.13631 -2.33871
H -1.10597 6.64899 -3.82090
H -0.04930 5.41682 -4.59057
H -1.65955 4.94350 -3.93105

=====

The following is a quantum chemistry calculation of a molecular structure, C10H17Cl2NO5Tc, from the OMol25 dataset.

total charge	-2
spin multiplicity	4
highest occupied orbital energy (spin up / spin down)	0.81 / 0.31	eV
DFT total energy	-1823.2616	a.u.
gap between HOMO and LUMO (spin up / spin down)	4.63 / 4.59	eV

CARTESIAN COORDINATES (ANGSTROEM)
C 0.33641 -1.12125 -1.21916
C 1.19499 -0.01867 -1.47970
C 0.39688 1.15580 -1.54223
C 2.64408 -0.05235 -1.70373
C -0.94874 0.79150 -1.28601
C -0.98410 -0.61327 -1.07014
C -2.18166 -1.40765 -0.76860
C 0.73630 -2.53080 -1.09552
C 0.89874 2.51094 -1.81094
C -2.11125 1.69850 -1.27936
Tc 0.83815 -0.04694 2.53423
Cl 1.72432 1.73679 1.65501
Cl 2.58354 -1.15779 1.47362
O -0.87895 0.84380 2.37997
H 3.06104 -1.01555 -1.41866
H 3.14442 0.71588 -1.10985
H 2.89656 0.12667 -2.75494
H 1.80791 2.72013 -1.23856
H 0.14741 3.25918 -1.54922
H 1.13951 2.63903 -2.87276
H -1.81796 2.70136 -0.95122
H -2.88737 1.31817 -0.60692
H -2.55512 1.79531 -2.28091
H -3.01289 -0.76257 -0.47239
H -1.98579 -2.09684 0.05735
H -2.51778 -1.99662 -1.63240
H 1.76905 -2.61498 -0.74594
H 0.65830 -3.03724 -2.06806
H 0.09650 -3.05310 -0.37664
H -0.83745 1.79695 2.22504
O -0.34073 -1.65569 1.85867
H -1.01494 -1.87972 2.51638
O -1.49135 -1.12915 4.48305
N -0.88441 -0.05910 4.53119
O -0.88530 0.73165 5.44678
O 1.26169 -0.29237 4.17259